Here is C37H100Br12N15O8P5 as an isolated structure from the OMol25 dataset. Energies are from ωB97M-V with the def2-TZVPD basis set.

Geometry as XYZ:
```
177
Properties=species:S:1:pos:R:3:forces:R:3
C -2.1900 5.5258 6.0856 0.5932 -0.1992 0.0034
Br -3.0717 7.2140 6.3363 0.1334 -0.1520 0.1756
Br -2.3491 4.3051 7.6103 -0.0665 0.5459 -0.6267
Br -0.3015 5.7377 5.5894 -0.6069 0.1395 0.4554
H -2.6519 5.0845 5.2140 -0.0666 -0.2606 0.1819
C -1.0591 0.4212 -5.4311 -0.2417 0.1525 -0.4373
Br -0.8865 2.3639 -5.2041 -0.1587 -0.9280 -0.1182
Br -2.6263 -0.0531 -6.5383 0.5914 0.2474 0.7473
Br -0.9296 -0.5732 -3.7724 -0.2712 0.3681 -0.2872
H -0.2230 0.0834 -6.0252 0.0877 0.1992 0.0191
C 4.4501 2.5349 -2.3494 0.1845 -0.4787 0.1383
Br 5.4019 0.9639 -1.5772 -0.4399 0.6434 -0.6686
Br 3.2554 2.0085 -3.7780 0.1381 0.1068 0.2068
Br 5.6853 3.9029 -2.9208 -0.2487 -0.3298 0.1311
H 3.8124 2.9248 -1.5627 0.1199 0.0781 0.0667
C 4.1505 4.6599 1.6618 0.8528 0.9525 -0.1084
Br 5.0557 5.4696 3.2135 -0.3941 -0.3257 -0.3500
Br 5.3097 3.3449 0.8526 -0.3681 0.0919 0.4042
Br 3.7938 6.0679 0.3480 -0.1268 -0.4844 0.4684
H 3.2298 4.2182 2.0176 -0.0820 -0.0490 -0.2765
O 6.3748 -2.7021 -3.8157 -0.2702 1.0845 -0.5088
P 5.0200 -3.2706 -3.8245 -0.6010 -1.8484 0.0891
N 3.6778 -2.3224 -4.1880 0.5965 -0.1281 -0.3294
C 2.3520 -2.9514 -4.3017 0.7079 -0.0032 -0.2587
C 3.9468 -1.2590 -5.1889 0.2669 -0.1142 1.7741
N 4.5726 -3.8942 -2.3131 -0.2305 -0.3225 0.6273
C 5.3474 -5.0043 -1.7685 0.6123 -0.1326 -0.2189
C 4.3933 -2.8282 -1.3088 -0.4553 0.4964 -1.0129
N 4.9957 -4.5722 -4.9215 0.1012 -0.2973 0.3691
C 4.1270 -5.7188 -4.8263 -1.1302 0.1384 0.8760
C 5.6025 -4.3810 -6.2395 0.2409 0.9208 0.7281
H 2.0336 -2.9786 -5.3474 -0.0041 0.0178 -0.0686
H 1.6248 -2.3630 -3.7438 -0.1265 -0.1662 0.1525
H 2.3961 -3.9871 -3.9720 -0.2298 0.1620 0.3277
H 2.9725 -0.9299 -5.5387 0.2127 0.2182 -0.3806
H 4.6491 -1.5713 -5.9637 -0.3271 0.0656 -0.2527
H 4.4119 -0.4915 -4.5687 0.0384 0.4361 -0.7541
H 6.3606 -4.7349 -1.4419 0.1186 0.2393 -0.4809
H 4.9330 -5.4160 -0.8450 -0.6744 0.0556 -0.2467
H 5.4039 -5.7752 -2.5359 0.2110 -0.1760 0.2639
H 5.2799 -2.1907 -1.2443 0.0400 -0.0249 0.1803
H 3.5624 -2.2292 -1.6898 0.1599 0.3274 0.3303
H 4.1222 -3.1909 -0.3190 0.1422 -0.4387 -0.1011
H 3.6539 -5.7068 -3.8384 0.0470 -0.0682 -0.0626
H 3.2815 -5.6980 -5.5265 0.1812 0.0240 -0.2437
H 4.6022 -6.7023 -4.8938 0.4498 0.2139 -0.2868
H 5.7897 -5.3586 -6.6754 0.1603 0.0929 -0.1784
H 6.5134 -3.7947 -6.0973 0.2501 -0.4292 -0.1006
H 5.0039 -3.7452 -6.9025 -0.3676 -0.4328 -0.1545
O 1.6136 3.5573 -0.0502 0.0183 0.4416 -0.3100
P 0.7499 2.5139 0.5208 -2.1249 -1.7541 0.3419
N -0.7117 2.2520 -0.3193 1.2443 1.2506 -0.8630
C -1.7242 1.2683 0.0206 0.5261 -0.2126 0.2793
C -0.8519 2.8744 -1.6401 -0.4258 -0.0504 0.4419
N 0.2331 2.8320 2.0871 0.8395 -0.4803 -0.8664
C -0.2652 1.7614 2.9474 0.9397 0.7108 0.9378
C -0.3396 4.1389 2.3291 -0.4283 0.4311 0.4729
N 1.4112 0.9644 0.5904 0.9872 0.5460 1.2240
C 2.5830 0.7424 1.4897 -0.5847 0.5860 -1.0534
C 1.4901 0.1004 -0.5596 -1.1416 -0.0932 -0.7461
H -2.3699 1.6168 0.8284 0.0926 -0.2518 0.2528
H -1.2297 0.3199 0.2540 -0.2116 0.4342 0.1579
H -2.4083 1.0445 -0.7992 0.2594 0.2778 -0.3201
H -0.2418 2.3659 -2.3888 -0.1661 0.0941 -0.1835
H -0.6320 3.9445 -1.6463 0.3201 -0.0975 0.1711
H -1.9199 2.8030 -1.8477 0.1101 -0.0465 -0.5820
H 0.4658 0.9587 3.0233 -0.4116 -0.2609 -0.4940
H -0.2229 2.1480 3.9732 -0.4493 0.0498 -0.0561
H -1.2759 1.4259 2.7309 0.0726 -0.1196 -0.0627
H 0.1133 4.6010 3.2099 0.1190 -0.0142 -0.2531
H -0.2814 4.8365 1.4936 0.4468 -0.2315 -0.1712
H -1.4127 4.0918 2.5597 -0.0609 -0.3443 -0.0569
H 2.4505 -0.2600 1.8893 0.3764 -0.0135 0.3695
H 3.4916 0.8418 0.8923 0.1568 -0.3788 0.0618
H 2.6727 1.5153 2.2515 -0.3639 -0.2036 0.2421
H 0.5159 0.1613 -1.0575 0.1450 -0.1919 -0.1660
H 1.6408 -0.9436 -0.2660 -0.0514 0.0891 0.2747
H 2.2423 0.3068 -1.3318 0.2227 0.4037 0.3103
O -4.0313 7.9215 -3.1969 -0.2371 0.4919 0.0564
P -2.5785 7.9797 -2.9794 1.0076 -0.5407 0.3727
N -2.1619 7.0638 -1.6250 -0.0864 -0.0566 -0.0089
C -0.9027 7.2235 -0.8837 -1.3347 1.6808 -0.1161
C -3.1592 6.1073 -1.0858 0.2920 0.9845 -1.0437
N -1.9483 9.5323 -2.7616 -0.4540 -0.8349 -0.2344
C -0.5148 9.8027 -2.8535 -0.2464 -0.4333 -0.4124
C -2.8080 10.5239 -2.1191 -0.0801 -0.4838 -0.1221
N -1.7130 7.3467 -4.2756 0.1268 -0.2444 -0.1731
C -0.6877 6.3085 -4.1765 0.3310 0.4361 1.4911
C -1.8985 7.9104 -5.6091 -0.7609 0.3650 0.6355
H -0.8471 8.2958 -0.6487 0.6759 0.0107 -0.4263
H -0.0539 6.8849 -1.4736 0.3113 -0.2057 0.5583
H -0.9990 6.8737 0.1428 0.2074 -0.9851 -0.3103
H -4.1110 6.6237 -0.9528 -0.0183 -0.1570 0.0512
H -2.7850 5.7785 -0.1227 -0.0843 -0.4938 -0.0744
H -3.2942 5.3361 -1.8474 -0.1675 -0.4859 0.5814
H -0.1961 9.8204 -3.8997 -0.0355 0.5296 -0.0275
H -0.3367 10.7420 -2.3361 0.3046 0.0576 -0.1935
H 0.1225 9.0278 -2.4218 -0.1646 0.0790 0.3447
H -2.5576 11.5257 -2.4650 0.1145 0.0408 0.0914
H -3.8353 10.3164 -2.4156 -0.0076 0.0299 0.0248
H -2.7619 10.4564 -1.0284 0.0948 0.2470 0.0833
H -0.3810 5.7882 -5.0818 -0.3984 0.5616 -0.4823
H 0.1880 6.7907 -3.7333 0.5187 -0.3829 -0.2523
H -0.9534 5.5067 -3.4832 -0.3238 0.1353 0.0804
H -2.7728 8.5661 -5.6017 -0.1601 -0.2440 0.0486
H -2.1097 7.0769 -6.2767 0.2338 0.2345 -0.4212
H -1.0966 8.5766 -5.9410 0.4035 -0.4584 -0.0999
O -0.5491 -5.9832 1.5485 0.1965 -0.2418 0.1176
P 0.8538 -6.1318 1.1060 0.5213 -1.0146 -0.0931
N 1.6199 -4.7117 0.7269 0.5185 -0.1045 0.1286
C 1.1253 -3.9190 -0.4068 -0.1396 -0.5945 0.3866
C 2.1108 -3.8819 1.8167 -0.4508 1.1354 0.6928
N 0.9903 -7.0433 -0.2927 -0.4963 0.5356 -0.3386
C -0.1862 -7.7576 -0.7606 -0.5204 -0.4590 0.0680
C 2.1672 -7.1381 -1.1467 0.0254 0.1184 0.3599
N 1.8210 -6.9116 2.2633 -0.0233 0.3903 0.6782
C 3.1239 -7.5284 2.0134 -0.2761 1.3489 -0.6889
C 1.1581 -7.5237 3.4019 -1.4941 -0.0663 -0.1202
H 1.9379 -3.2145 -0.5482 -0.5205 0.4507 -0.5678
H 0.1435 -3.4861 -0.1924 0.2398 0.5244 0.1844
H 0.9405 -4.5054 -1.3088 0.4744 -0.2557 0.0939
H 2.5038 -2.9188 1.4710 0.8048 -0.5455 -0.6081
H 2.7978 -4.4026 2.4770 0.2081 -0.0421 -0.2307
H 1.3602 -3.4128 2.4721 -0.5446 -0.8089 -0.0317
H 0.0836 -8.6925 -1.2577 0.2480 -0.0997 0.3028
H -0.8308 -7.9810 0.0880 0.0009 -0.1059 -0.0577
H -0.8262 -7.2519 -1.4949 0.3012 0.5206 0.0511
H 2.8733 -7.8767 -0.7567 0.0040 -0.1233 -0.2350
H 1.8401 -7.4285 -2.1437 0.1245 -0.0180 -0.0608
H 2.7075 -6.1935 -1.2217 -0.1014 0.1233 0.0105
H 3.6306 -6.8627 1.3086 0.2412 -0.3892 -0.1631
H 3.7205 -7.5020 2.9245 -0.0911 -0.1868 0.1026
H 3.0629 -8.5443 1.6164 -0.0212 -0.0506 0.0177
H 1.7922 -7.7114 4.2681 0.4207 0.1476 -0.2721
H 0.6796 -8.4680 3.1041 0.2195 -0.1464 0.1867
H 0.3271 -6.9019 3.7434 0.1469 0.0847 -0.0697
O -1.1229 -0.4314 4.4010 -0.6830 -0.0939 -0.6498
P -2.0673 -1.5741 4.3007 0.4178 -0.2628 1.0701
N -3.5231 -1.2644 5.0578 -0.4741 0.6206 0.1730
C -4.5189 -2.2296 5.4881 0.7889 -0.4506 0.2263
C -3.9546 0.1323 5.0991 0.3820 0.2255 -0.1845
N -1.4829 -2.8696 5.2051 -0.6181 -0.4683 -1.2500
C -0.5467 -3.7875 4.5442 -0.7439 -0.4220 0.2431
C -1.2255 -2.7781 6.6250 0.9839 1.2899 0.1778
N -2.3758 -2.0852 2.7358 0.2936 -0.1807 1.0335
C -3.4774 -2.9899 2.3965 0.5129 0.8609 -0.5849
C -1.7092 -1.5223 1.5671 -0.6141 0.3691 0.9236
H -4.1984 -3.2114 5.1447 -0.2676 -0.0985 0.1201
H -5.5301 -2.0205 5.1336 0.0827 0.1223 -0.2658
H -4.5480 -2.2772 6.5821 -0.1318 0.0486 0.0274
H -4.7051 0.3544 5.8571 -0.0133 -0.5391 0.2971
H -4.3935 0.4507 4.1504 0.1524 0.1306 -0.1561
H -3.0862 0.7427 5.3435 -0.0635 0.1900 -0.2585
H -1.0181 -4.7754 4.5291 0.3722 -0.1897 0.0318
H -0.3510 -3.5456 3.5028 -0.0583 0.2506 0.0969
H 0.3819 -3.8260 5.1156 0.1331 -0.0065 -0.1811
H -1.8451 -2.0542 7.1550 -0.6696 -0.4500 -0.1986
H -1.1721 -3.7510 7.1107 -0.4697 -0.0878 -0.0437
H -0.2395 -2.3112 6.7820 0.1938 -0.2570 -0.0957
H -4.2970 -2.3783 2.0056 -0.0991 -0.2658 0.2514
H -3.1340 -3.6070 1.5634 -0.0503 -0.2990 0.1343
H -3.7951 -3.6228 3.2148 0.0267 0.0032 0.0830
H -0.9022 -0.8706 1.9042 0.3831 -0.4604 -0.0824
H -2.3734 -0.8253 1.0411 -0.2601 -0.6384 -0.0223
H -1.4262 -2.3625 0.9348 0.3979 0.2486 -0.2853
C -7.3086 0.8758 3.5026 -0.4442 0.1009 0.2637
O -6.8182 0.0082 2.4993 -0.2298 -0.7732 -0.4123
C -5.8859 0.3056 1.5724 -0.0577 -0.2862 1.8554
O -5.1429 1.2423 1.6190 -0.2062 0.2665 -0.4879
O -5.8163 -0.6723 0.6902 1.3191 -0.1784 -1.2175
C -6.4512 -1.9407 0.8397 -1.3719 0.5592 0.8425
H -7.7683 1.7567 3.0569 0.2247 0.1262 0.0736
H -6.6027 1.1272 4.2943 0.3561 0.1251 -0.4334
H -8.0897 0.2851 3.9833 -0.0565 0.1186 -0.0773
H -6.1128 -2.6424 0.0870 0.2620 0.3621 -0.2342
H -7.5194 -1.7381 0.7506 -0.0751 -0.4863 -0.1526
H -6.2884 -2.3592 1.8329 0.0897 0.0728 -0.0727
```
Forces are in eV/Å.

Output
- Molecular weight: 1997.0 g mol⁻¹
- Net charge: 0
- Gap between HOMO and LUMO: 7.68 eV
- Multiplicity: 1
- LUMO energy: -0.0191 Ha

Mulliken population analysis, charges in e, atoms 1 to 2: number 1, C, carries -0.22; number 2, Br, carries -0.01